No. 1
The following is a quantum chemistry calculation of a molecular structure, C39H50CrIN5O2, from OMol25.

Positions of all 98 atoms, in Å:
Cr  0.196  -0.029  0.192
C  -1.727  -5.798  -1.317
C  -2.847  -4.763  -1.145
C  -2.361  -3.354  -1.290
C  -2.429  -2.541  -2.411
C  -3.062  -2.849  -3.732
C  -4.501  -2.329  -3.848
C  -1.811  -1.313  -2.044
C  -1.719  -0.177  -2.881
C  -1.248  1.053  -2.508
C  -1.120  2.177  -3.442
C  -1.561  2.182  -4.872
C  -3.047  2.531  -5.023
C  -0.536  3.176  -2.758
C  -0.305  2.671  -1.404
C  0.349  3.390  -0.446
C  0.631  2.953  0.863
N  0.392  1.692  1.329
C  0.619  1.730  2.674
C  0.389  0.646  3.549
C  -0.154  -0.555  3.198
N  -0.518  -0.942  1.933
C  -0.986  -2.230  2.048
C  -1.482  -3.007  1.045
C  -1.699  -2.590  -0.291
N  -1.351  -1.364  -0.766
C  -0.918  -2.661  3.444
C  -0.422  -1.628  4.150
C  -0.152  -1.560  5.619
C  -1.263  -0.842  6.394
C  -1.277  -4.026  3.940
C  -0.183  -5.058  3.636
C  1.050  3.020  3.069
C  1.066  3.795  1.920
C  1.411  5.245  1.788
C  0.196  6.174  1.912
C  1.372  3.434  4.471
C  0.131  3.793  5.299
N  -0.774  1.395  -1.273
C  -0.079  4.502  -3.281
C  1.401  4.468  -3.686
H  -2.110  -6.824  -1.287
H  -0.981  -5.685  -0.528
H  -1.219  -5.646  -2.272
H  -3.307  -4.900  -0.161
H  -3.634  -4.960  -1.880
H  -3.059  -3.932  -3.895
H  -2.464  -2.416  -4.540
H  -5.145  -2.824  -3.116
H  -4.915  -2.503  -4.847
H  -4.531  -1.258  -3.642
H  -2.059  -0.289  -3.904
H  -1.374  1.202  -5.316
H  -0.957  2.896  -5.437
H  -3.659  1.819  -4.465
H  -3.363  2.513  -6.072
H  -3.246  3.527  -4.619
H  0.647  4.401  -0.702
H  0.621  0.797  4.597
H  -1.804  -4.010  1.307
H  0.798  -1.046  5.786
H  -0.027  -2.573  6.011
H  -1.411  0.164  5.998
H  -1.027  -0.764  7.460
H  -2.208  -1.380  6.289
H  -2.219  -4.347  3.486
H  -1.450  -3.989  5.019
H  -0.032  -5.154  2.559
H  -0.439  -6.042  4.045
H  0.769  -4.735  4.063
H  1.893  5.420  0.822
H  2.148  5.516  2.551
H  -0.570  5.892  1.185
H  0.470  7.221  1.739
H  -0.249  6.097  2.907
H  2.049  4.294  4.449
H  1.913  2.629  4.979
H  -0.408  4.625  4.840
H  0.395  4.076  6.323
H  -0.553  2.943  5.341
H  -0.233  5.273  -2.521
H  -0.690  4.788  -4.143
H  2.015  4.129  -2.850
H  1.751  5.454  -4.008
H  1.558  3.757  -4.500
N  1.183  -2.205  -1.352
C  1.686  -1.601  -2.580
C  2.086  -0.124  -2.428
O  2.849  0.325  -3.302
O  1.613  0.503  -1.436
H  1.904  -2.699  -0.842
H  0.411  -2.840  -1.508
H  0.901  -1.610  -3.339
H  2.551  -2.120  -3.001
I  2.635  -2.416  1.975
C  2.143  -0.504  1.009
H  2.874  -0.487  0.209
H  2.455  0.202  1.776

total energy	-89326.364	eV
highest occupied orbital energy (spin up / spin down)	0.4 / -1.0	eV
HOMO-LUMO gap (spin up / spin down)	3.79 / 5.27	eV
molecular weight	799.762	g/mol
energy relative to the best compared isomer or geometry (same formula, charge and spin)	109.2	kJ/mol
multiplicity	5
LUMO level (spin up / spin down)	4.24 / 4.23	eV
total charge	-2

---

No. 2
The following is a quantum chemistry calculation of a molecular structure, C39H50FN15O3SSi2TcTe at a distorted geometry, from OMol25.

Positions of all 113 atoms, in Å:
Tc  -0.569  -1.593  -0.420
F  -1.883  1.450  5.535
C  -2.124  1.910  4.286
C  -1.508  1.273  3.247
C  -1.632  1.769  1.948
C  -1.064  1.024  0.835
O  -0.595  -0.137  1.050
C  -1.077  1.689  -0.419
C  -1.742  2.872  -0.537
N  -2.403  3.481  0.459
C  -3.192  4.663  0.186
C  -2.672  5.738  -0.711
C  -2.770  5.982  0.764
C  -2.362  2.948  1.731
C  -3.053  3.529  2.802
C  -2.964  3.022  4.084
N  -3.750  3.620  5.107
C  -4.168  2.812  6.246
C  -5.397  3.441  6.885
N  -5.032  4.821  7.338
C  -4.596  5.645  6.167
C  -3.401  4.975  5.505
C  -0.347  1.190  -1.645
O  -0.075  1.993  -2.515
O  -0.021  -0.064  -1.689
H  -0.897  0.402  3.435
H  -1.757  3.358  -1.504
H  -4.252  4.445  0.127
H  -3.385  6.215  -1.369
H  -1.679  5.647  -1.129
H  -3.529  6.645  1.155
H  -1.838  6.001  1.314
H  -3.699  4.379  2.634
H  -3.383  2.718  7.009
H  -4.433  1.815  5.905
H  -5.729  2.853  7.739
H  -6.209  3.524  6.165
H  -4.255  4.751  7.999
H  -5.814  5.264  7.820
H  -4.345  6.649  6.505
H  -5.434  5.697  5.474
H  -2.544  4.979  6.200
H  -3.121  5.557  4.630
N  2.464  -2.700  2.287
C  3.480  -1.729  2.385
C  4.354  -1.752  3.459
C  5.344  -0.786  3.570
C  5.426  0.237  2.641
C  4.530  0.279  1.582
C  3.588  -0.723  1.434
S  2.568  -0.755  -0.022
N  1.336  -1.852  0.400
C  1.402  -2.619  1.446
C  0.201  -3.406  1.715
C  0.101  -4.384  2.697
C  -1.082  -5.077  2.852
C  -2.149  -4.774  2.015
C  -1.989  -3.790  1.068
N  -0.848  -3.098  0.914
H  2.407  -3.341  3.057
H  4.266  -2.529  4.210
H  6.044  -0.831  4.394
H  6.188  0.998  2.733
H  4.575  1.084  0.860
H  0.941  -4.623  3.334
H  -1.176  -5.842  3.611
H  -3.088  -5.302  2.097
H  -2.794  -3.527  0.396
N  -3.091  -2.986  -2.430
C  -1.811  -3.415  -2.602
N  -1.450  -4.338  -3.482
N  -0.134  -4.441  -3.363
N  0.309  -3.647  -2.450
N  -0.740  -2.960  -1.921
C  -3.410  -1.903  -1.659
N  -4.593  -1.328  -1.606
N  -4.459  -0.338  -0.715
N  -3.264  -0.296  -0.251
N  -2.539  -1.285  -0.833
H  -3.809  -3.374  -3.021
C  1.857  -0.889  -7.128
Si  0.977  -2.240  -6.152
C  0.557  -3.733  -7.211
C  -0.577  -1.511  -5.363
C  2.254  -2.863  -4.838
Te  2.154  -1.737  -3.065
C  3.769  -0.497  -3.699
Si  5.488  -1.285  -3.345
C  5.462  -3.167  -3.475
C  6.005  -0.771  -1.605
C  6.679  -0.577  -4.615
H  1.263  -0.627  -8.006
H  2.841  -1.206  -7.480
H  1.981  0.019  -6.533
H  -0.108  -3.434  -8.024
H  0.050  -4.497  -6.619
H  1.447  -4.181  -7.655
H  -0.925  -0.649  -5.935
H  -0.417  -1.174  -4.334
H  -1.384  -2.245  -5.357
H  3.258  -2.770  -5.250
H  2.028  -3.901  -4.600
H  3.696  0.474  -3.206
H  3.660  -0.352  -4.775
H  4.588  -3.607  -2.989
H  6.352  -3.586  -3.002
H  5.466  -3.494  -4.516
H  5.628  -1.459  -0.846
H  5.654  0.234  -1.367
H  7.095  -0.765  -1.527
H  6.439  -0.921  -5.623
H  7.698  -0.901  -4.391
H  6.670  0.514  -4.620

total energy	-108536.780	eV
highest occupied orbital energy (spin up / spin down)	-11.7 / -11.5	eV
HOMO-LUMO gap (spin up / spin down)	6.86 / 5.88	eV
molecular weight	1109.768	g/mol
energy relative to the best compared isomer or geometry (same formula, charge and spin)	16.8	kJ/mol
multiplicity	4
LUMO level (spin up / spin down)	-4.84 / -5.66	eV
total charge	+2